# 1
The following is a quantum chemistry calculation of C8H22F4KN2O20P2S5 as an isolated structure in a non-equilibrium geometry, from the OMol25 dataset.

Results
- 2S+1: 1
- Strongest force on any atom: 9.8 eV/A
- E_tot: -5605.651120 hartree
- Frontier orbital gap: 9.28 eV
- HOMO energy: -7.439 eV
- ΔE to the lowest compared entry with this formula, charge and spin: 0.0 kcal/mol
- Total charge: -1

Structure (XYZ):
```
64
C8H22F4KN2O20P2S5 | the OMol25 dataset | the ωB97M-V functional and the def2-TZVPD basis
K -16.453 -8.603 12.927
N -17.959 -9.448 10.906
S -17.569 -10.670 10.022
O -18.334 -10.851 8.818
O -17.131 -11.859 10.679
F -16.239 -9.908 9.498
S -19.532 -9.705 11.038
O -20.027 -11.027 11.335
O -20.364 -8.764 10.337
F -19.541 -9.113 12.613
N -15.255 -6.416 11.996
S -15.788 -5.363 13.238
O -15.239 -4.048 13.313
O -15.877 -6.106 14.490
F -17.296 -5.163 12.823
S -13.807 -6.013 12.159
O -13.071 -6.484 13.321
O -13.293 -4.868 11.428
F -13.360 -7.150 11.100
C -12.407 -11.438 14.357
O -12.447 -12.011 13.045
P -13.196 -11.215 11.895
O -14.453 -10.546 12.292
O -12.168 -10.311 11.131
C -10.928 -10.877 10.667
O -13.387 -12.402 10.833
C -14.334 -13.444 10.923
H -11.611 -10.693 14.366
H -12.153 -12.135 15.156
H -13.358 -10.989 14.638
H -10.419 -10.047 10.184
H -11.152 -11.684 9.973
H -10.292 -11.235 11.477
H -14.722 -13.691 9.938
H -15.176 -13.095 11.526
H -14.013 -14.370 11.409
C -16.775 -9.990 18.532
O -18.009 -10.182 17.792
P -17.816 -10.547 16.247
O -17.045 -9.571 15.470
O -17.129 -12.009 16.351
C -15.918 -12.264 15.640
O -19.311 -10.940 15.863
C -19.671 -11.434 14.569
H -17.173 -9.781 19.521
H -16.247 -9.096 18.195
H -16.122 -10.853 18.427
H -15.068 -11.794 16.146
H -15.963 -11.764 14.669
H -15.693 -13.320 15.519
H -20.509 -10.835 14.225
H -19.906 -12.496 14.646
H -18.846 -11.337 13.859
C -18.752 -6.833 16.653
C -18.791 -6.245 15.240
O -18.549 -4.867 15.345
S -18.590 -4.361 16.905
O -19.497 -3.258 17.022
O -17.203 -4.261 17.265
O -19.213 -5.778 17.494
H -17.798 -7.221 16.996
H -19.537 -7.587 16.582
H -19.792 -6.292 14.790
H -18.205 -6.852 14.545
```

=====

# 2
The following is a quantum chemistry calculation of one molecule with the formula C4H11NS2 in a non-equilibrium geometry, from the OMol25 dataset.

Results
- 2S+1: 1
- Strongest force on any atom: 2.2 eV/A
- E_tot: -1010.124818 hartree
- Frontier orbital gap: 9.47 eV
- HOMO energy: -8.715 eV
- SMILES string: CCSSCCN
- ΔE to the lowest compared entry with this formula, charge and spin: 8.5 kcal/mol
- Total charge: 0

Structure (XYZ):
```
18
C4H11NS2 | the OMol25 dataset | the ωB97M-V functional and the def2-TZVPD basis
N 3.152 -0.792 0.244
C 2.041 0.106 0.656
C 1.510 0.866 -0.546
S 0.588 -0.211 -1.709
S -0.803 -1.125 -0.567
C -1.913 0.251 -0.172
C -3.233 -0.258 0.322
H 3.175 -0.921 -0.765
H 2.912 -1.736 0.536
H 2.461 0.831 1.356
H 1.270 -0.498 1.131
H 2.260 1.360 -1.171
H 0.872 1.704 -0.289
H -2.048 0.870 -1.065
H -1.453 0.949 0.531
H -3.064 -1.111 1.017
H -3.858 0.383 0.949
H -3.870 -0.670 -0.460
```

=====

# 3
The following is a quantum chemistry calculation of C56H49BrN12ReS4 as an isolated structure in a non-equilibrium geometry, from the OMol25 dataset.

Results
- 2S+1: 4
- Strongest force on any atom: 1.3 eV/A
- E_tot: -7064.882650 hartree
- Frontier orbital gap (spin up / spin down): 7.13 / 6.49 eV
- HOMO energy (spin up / spin down): -11.529 / -11.523 eV
- Expectation value of S²: 3.775
- ΔE to the lowest compared entry with this formula, charge and spin: 9.5 kcal/mol
- Total charge: +2

Structure (XYZ):
```
123
C56H49BrN12ReS4 | the OMol25 dataset | the ωB97M-V functional and the def2-TZVPD basis
Re 1.499 -1.549 0.479
N -0.256 -0.763 1.295
S -1.442 0.068 1.493
N -1.918 1.076 0.259
S -2.449 0.510 -1.088
N -1.702 -0.644 -1.811
S -0.104 -0.626 -2.254
N 0.957 -0.491 -1.221
C -0.064 -2.037 -3.376
C 1.140 -2.703 -3.526
C 1.207 -3.772 -4.406
C 0.083 -4.147 -5.129
C -1.113 -3.462 -4.979
C -1.190 -2.396 -4.096
C 0.042 0.815 -3.328
C -0.137 0.726 -4.697
C 0.044 1.858 -5.476
C 0.383 3.063 -4.881
C 0.553 3.142 -3.507
C 0.378 2.013 -2.723
C -2.679 1.911 -2.181
C -3.218 1.604 -3.420
C -3.453 2.624 -4.323
C -3.152 3.932 -3.974
C -2.615 4.225 -2.730
C -2.372 3.208 -1.818
C -4.121 -0.065 -0.817
C -4.961 0.851 -0.202
C -6.252 0.472 0.117
C -6.680 -0.814 -0.180
C -5.833 -1.713 -0.807
C -4.537 -1.343 -1.134
C -1.278 1.268 2.825
C -2.073 2.399 2.865
C -1.876 3.320 3.881
C -0.899 3.097 4.840
C -0.116 1.954 4.793
C -0.305 1.030 3.779
C -2.883 -0.971 1.890
C -3.859 -0.591 2.791
C -4.894 -1.472 3.072
C -4.944 -2.715 2.462
C -3.956 -3.086 1.563
C -2.923 -2.211 1.277
H 1.992 -2.391 -2.940
H 2.131 -4.318 -4.518
H 0.137 -4.986 -5.805
H -1.986 -3.765 -5.538
H -2.111 -1.855 -3.949
H -0.401 -0.209 -5.163
H -0.072 1.792 -6.547
H 0.519 3.939 -5.497
H 0.823 4.077 -3.040
H 0.513 2.044 -1.655
H -3.446 0.575 -3.653
H -3.873 2.399 -5.291
H -3.344 4.728 -4.676
H -2.387 5.246 -2.468
H -1.947 3.402 -0.845
H -4.592 1.843 0.018
H -6.913 1.175 0.598
H -7.683 -1.115 0.080
H -6.171 -2.711 -1.034
H -3.852 -2.025 -1.611
H -2.821 2.549 2.101
H -2.484 4.211 3.923
H -0.745 3.822 5.625
H 0.640 1.782 5.543
H 0.296 0.135 3.707
H -3.810 0.368 3.283
H -5.655 -1.188 3.782
H -5.748 -3.397 2.694
H -3.984 -4.054 1.087
H -2.144 -2.475 0.576
C 3.679 1.548 -1.264
N 3.589 0.209 -0.770
C 4.589 -0.576 -0.783
C 4.467 -1.942 -0.414
C 5.441 -2.931 -0.465
C 4.802 -4.139 -0.160
C 3.473 -3.834 0.054
N 3.248 -2.506 -0.077
C 3.244 2.551 -0.221
C 2.004 2.435 0.400
C 1.607 3.348 1.361
C 2.452 4.385 1.723
C 3.687 4.511 1.111
C 4.078 3.599 0.145
H 3.005 1.617 -2.128
H 4.699 1.792 -1.609
H 5.581 -0.261 -1.140
H 6.481 -2.797 -0.692
H 5.254 -5.110 -0.104
H 2.672 -4.518 0.279
H 1.372 1.594 0.162
H 0.645 3.241 1.843
H 2.150 5.097 2.475
H 4.349 5.321 1.381
H 5.044 3.715 -0.326
S -1.499 -4.621 -1.374
C -0.363 -3.690 -0.796
N 0.486 -2.987 -0.374
Br 4.264 -2.491 3.041
C 2.477 -2.956 3.449
C 2.222 -3.439 4.724
C 0.919 -3.746 5.067
C -0.065 -3.617 4.100
C 0.292 -3.163 2.847
N 1.535 -2.798 2.525
H 3.037 -3.554 5.420
H 0.677 -4.078 6.063
H -1.092 -3.865 4.308
H -0.450 -3.059 2.072
N 5.408 2.607 3.809
C 4.996 1.663 2.960
N 5.860 1.087 2.113
N 3.719 1.346 2.996
C 3.113 0.525 2.250
N 2.448 -0.222 1.653
H 6.372 2.879 3.884
H 4.734 3.012 4.436
H 6.847 1.279 2.153
H 5.538 0.348 1.506
```

=====

# 4
The following is a quantum chemistry calculation of one molecule with the formula C4H5Br2Cl in a non-equilibrium geometry, from the OMol25 dataset.

Results
- 2S+1: 1
- Strongest force on any atom: 4.4 eV/A
- E_tot: -5763.566268 hartree
- Frontier orbital gap: 10.17 eV
- HOMO energy: -9.785 eV
- SMILES string: C=C(Cl)C(C)(Br)Br
- ΔE to the lowest compared entry with this formula, charge and spin: 8.6 kcal/mol
- Total charge: 0

Structure (XYZ):
```
12
C4H5Br2Cl | the OMol25 dataset | the ωB97M-V functional and the def2-TZVPD basis
C -0.552 -0.015 2.175
C -0.764 -0.030 0.854
C 0.153 0.144 -1.733
C 0.608 0.083 -0.320
Cl -2.184 -0.620 0.134
Br 1.658 -1.510 -0.022
Br 1.708 1.739 -0.047
H -1.398 -0.370 2.722
H 0.427 0.216 2.586
H 1.096 0.176 -2.436
H -0.496 0.929 -1.961
H -0.255 -0.742 -1.954
```

=====

# 5
The following is a quantum chemistry calculation of C45H50Br42I3O8P as an isolated structure in a non-equilibrium geometry, from the OMol25 dataset.

Results
- 2S+1: 1
- Strongest force on any atom: 5.2 eV/A
- E_tot: -111689.106411 hartree
- Frontier orbital gap: 7.32 eV
- HOMO energy: -8.886 eV
- Total charge: 0

Structure (XYZ):
```
149
C45H50Br42I3O8P | the OMol25 dataset | the ωB97M-V functional and the def2-TZVPD basis
C 7.465 2.503 6.283
C 8.555 3.677 6.002
O 7.980 4.545 4.984
P 8.515 4.150 3.413
O 9.569 5.227 3.035
C 7.034 4.334 2.268
C 7.337 3.871 0.734
C 5.882 3.496 0.128
C 5.023 4.599 -0.568
C 5.530 6.125 -0.767
C 6.623 6.046 -1.963
O 7.806 6.458 -1.857
O 6.268 5.444 -3.215
C 3.598 4.296 -1.124
C 3.074 2.853 -0.969
C 3.887 1.679 -0.328
C 5.294 2.037 0.218
I 6.547 0.528 1.173
C 3.211 0.249 -0.293
O 3.835 -0.850 -0.270
C 1.600 0.162 -0.334
C 0.911 -1.098 0.231
C -0.640 -1.137 0.207
C -1.507 0.035 -0.369
C -3.109 -0.118 -0.358
I -4.405 0.839 1.106
C -3.642 -0.953 -1.402
C -2.632 -1.623 -2.470
I -5.791 -1.310 -1.590
C -0.817 1.302 -0.936
C -1.690 2.513 -1.488
C -2.468 2.225 -2.856
C -3.719 3.275 -2.890
C -3.294 4.786 -2.548
C -3.565 5.227 -1.018
O -2.299 5.385 -0.289
C -2.410 4.882 1.060
C 0.756 1.350 -0.930
C 1.598 2.565 -1.508
O 1.190 3.340 -2.433
O 9.278 2.635 3.291
C 10.400 2.660 2.360
C 10.781 1.204 1.780
H 6.723 2.866 7.089
H 6.866 2.396 5.314
H 7.983 1.537 6.595
H 8.628 4.261 6.996
H 9.593 3.274 5.759
H 6.139 3.716 2.653
H 6.694 5.431 2.321
H 7.721 4.771 0.118
H 8.075 3.008 0.667
H 4.682 6.774 -1.195
H 6.010 6.556 0.170
H 7.077 5.100 -3.658
H 2.920 5.062 -1.627
H 1.487 -1.974 0.669
H -1.205 -2.060 0.598
H -1.814 -2.242 -1.940
H -2.060 -0.763 -2.992
H -3.169 -2.230 -3.272
H -2.506 2.708 -0.690
H -1.100 3.500 -1.549
H -2.926 1.185 -2.912
H -1.845 2.396 -3.803
H -4.473 2.891 -2.099
H -4.214 3.246 -3.921
H -2.191 4.956 -2.798
H -3.894 5.517 -3.209
H -4.190 6.187 -0.964
H -4.138 4.393 -0.488
H -1.610 5.421 1.699
H -3.437 5.038 1.533
H -2.166 3.758 1.162
H 11.355 3.061 2.870
H 10.178 3.316 1.439
H 11.528 0.632 2.444
H 9.873 0.552 1.552
H 11.322 1.373 0.774
C 9.589 5.571 10.017
Br 11.062 4.810 11.023
Br 10.191 6.391 8.366
Br 8.182 4.273 9.703
H 9.160 6.363 10.630
C -9.049 -3.711 0.805
Br -7.896 -5.236 0.481
Br -8.166 -2.352 1.870
Br -9.761 -2.981 -0.847
H -9.897 -4.070 1.386
C -9.945 -4.202 -5.001
Br -8.125 -4.565 -4.437
Br -10.081 -2.523 -5.962
Br -10.693 -5.673 -6.019
H -10.544 -4.101 -4.097
C 8.385 7.686 -5.815
Br 6.513 7.961 -6.246
Br 8.837 5.800 -5.737
Br 9.552 8.655 -7.023
H 8.546 8.094 -4.819
C -11.192 -7.685 2.348
Br -10.039 -9.211 2.029
Br -10.307 -6.326 3.411
Br -11.902 -6.959 0.695
H -12.040 -8.043 2.930
C -10.328 -9.480 -5.332
Br -9.175 -8.814 -3.921
Br -9.486 -9.346 -7.074
Br -10.950 -11.280 -4.969
H -11.207 -8.837 -5.354
C 7.588 8.582 6.428
Br 6.623 7.920 4.882
Br 8.073 10.449 6.231
Br 6.616 8.260 8.075
H 8.517 8.016 6.491
C -6.411 1.364 -5.647
Br -4.928 0.605 -4.655
Br -5.826 2.183 -7.305
Br -7.820 0.065 -5.940
H -6.832 2.158 -5.032
C -6.147 -4.739 4.949
Br -5.046 -3.931 3.571
Br -7.342 -3.449 5.766
Br -7.106 -6.290 4.288
H -5.474 -5.089 5.730
C -8.905 -11.796 -1.250
Br -9.245 -13.422 -2.251
Br -10.479 -10.670 -1.149
Br -8.174 -12.170 0.508
H -8.148 -11.237 -1.798
C -13.557 -13.546 0.157
Br -12.399 -15.069 -0.162
Br -12.677 -12.185 1.224
Br -14.265 -12.819 -1.496
H -14.405 -13.906 0.737
C -10.035 -18.634 -1.747
Br -11.006 -19.300 -3.289
Br -9.545 -16.769 -1.955
Br -11.004 -18.943 -0.096
H -9.109 -19.203 -1.684
C 2.327 8.464 -3.294
Br 3.453 9.104 -1.849
Br 3.215 8.602 -5.012
Br 1.682 6.665 -2.965
H 1.456 9.115 -3.330
C 14.407 -0.772 0.126
Br 13.561 -2.242 1.066
Br 13.132 0.234 -0.934
Br 15.405 0.375 1.330
H 15.125 -1.207 -0.567
```

=====

# 6
The following is a quantum chemistry calculation of a 3-piece molecular cluster, C22H37F9NO2 overall in a non-equilibrium geometry, from the OMol25 dataset.

Results
- 2S+1: 1
- Strongest force on any atom: 5.8 eV/A
- E_tot: -1963.907435 hartree
- Frontier orbital gap: 8.32 eV
- HOMO energy: -11.286 eV
- Total charge: +1

Structure (XYZ):
```
71
C22H37F9NO2 | the OMol25 dataset | the ωB97M-V functional and the def2-TZVPD basis
C -0.557 -3.926 1.340
C -1.931 -3.617 0.438
C -1.557 -2.639 -0.821
C -1.692 -1.011 -0.682
N -1.506 -0.592 -2.156
C -1.465 -1.777 -3.144
C -0.128 -1.924 -4.061
C 0.768 -3.265 -3.856
C 2.186 -3.078 -3.057
F 3.024 -4.276 -3.446
F 2.037 -3.219 -1.559
C 3.074 -1.771 -3.490
F 4.514 -2.229 -3.458
F 2.859 -1.342 -4.923
C 2.994 -0.498 -2.461
F 3.197 0.741 -3.301
F 1.693 -0.312 -1.781
C 4.163 -0.456 -1.312
F 4.360 -1.719 -0.566
F 5.444 0.097 -1.876
F 3.714 0.559 -0.287
C -2.117 -3.042 -2.345
C -3.778 -3.174 -2.247
C -4.565 -1.748 -2.410
H -0.819 -4.179 2.471
H 0.041 -4.851 0.904
H 0.170 -2.995 1.295
H -2.221 -4.671 -0.028
H -2.785 -3.134 1.076
H -0.400 -2.786 -0.920
H -2.662 -0.656 -0.128
H -0.832 -0.581 -0.016
H -0.760 0.143 -2.346
H -2.375 -0.022 -2.387
H -2.266 -1.395 -3.943
H -0.494 -1.927 -5.198
H 0.473 -0.898 -3.953
H 0.217 -4.179 -3.355
H 1.062 -3.648 -4.949
H -1.849 -4.153 -2.674
H -4.146 -3.665 -1.252
H -4.109 -3.917 -3.119
H -4.325 -0.943 -1.596
H -4.411 -1.301 -3.491
H -5.731 -1.984 -2.323
C 1.099 4.343 1.792
C 2.248 3.644 1.111
C 1.565 2.985 -0.067
O 0.455 3.820 -0.426
C 0.257 4.786 0.616
H 1.407 5.173 2.433
H 0.539 3.626 2.404
H 2.974 4.385 0.755
H 2.773 2.932 1.753
H 1.168 2.001 0.204
H 2.231 2.868 -0.927
H 0.587 5.759 0.236
H -0.807 4.850 0.862
C 0.647 3.192 6.435
C -0.658 3.867 6.770
C -1.174 4.256 5.402
O -0.682 3.276 4.477
C 0.314 2.484 5.140
H 1.003 2.512 7.213
H 1.422 3.948 6.259
H -1.340 3.146 7.235
H -0.551 4.721 7.444
H -0.785 5.232 5.093
H -2.266 4.287 5.359
H -0.118 1.495 5.328
H 1.185 2.367 4.489
```

=====

# 7
The following is a quantum chemistry calculation of one molecule with the formula C5H9P in a non-equilibrium geometry, from the OMol25 dataset.

Results
- 2S+1: 1
- Strongest force on any atom: 4.4 eV/A
- E_tot: -537.081636 hartree
- Frontier orbital gap (spin up / spin down): 6.61 / 8.27 eV
- HOMO energy (spin up / spin down): -7.305 / -8.046 eV
- ΔE to the lowest compared entry with this formula, charge and spin: 82.6 kcal/mol
- Total charge: 0

Structure (XYZ):
```
15
C5H9P | the OMol25 dataset | the ωB97M-V functional and the def2-TZVPD basis
C -0.866 0.313 0.825
C -2.071 -0.096 1.121
C 0.455 0.331 0.256
C 1.420 0.825 1.340
C 0.134 -0.840 -2.194
P 0.843 -1.430 -0.587
H -2.590 -1.002 0.881
H -2.749 0.472 1.732
H 0.498 1.048 -0.477
H 2.020 -0.084 1.701
H 0.785 1.188 2.303
H 2.049 1.578 0.920
H 0.011 -1.672 -2.946
H 0.825 -0.252 -2.817
H -0.765 -0.380 -2.059
```